The following is a quantum chemistry calculation of C39H30F5N2O3PS4TeTl as an isolated structure, from the OMol25 dataset.

2S+1   1
Net charge   -1
ΔE to the lowest compared entry with this formula, charge and spin   0.0 kcal/mol
E_LUMO   2.1 eV

Geometry (Å):
1 Tl 1.761 0.666 -1.251
2 S 0.079 5.776 1.290
3 C -1.108 6.615 0.288
4 C -1.936 7.545 0.915
5 C -2.845 8.287 0.182
6 C -2.953 8.067 -1.188
7 C -2.161 7.119 -1.807
8 C -1.204 6.377 -1.098
9 S -0.222 5.178 -1.890
10 H -1.857 7.681 1.986
11 H -3.474 9.016 0.676
12 H -3.670 8.629 -1.773
13 H -2.260 6.934 -2.869
14 O 4.951 -3.048 0.115
15 S 4.007 -2.014 0.458
16 O 4.416 -1.185 1.600
17 O 3.580 -1.178 -0.675
18 C 2.510 -2.832 0.999
19 C 2.483 -3.205 2.337
20 C 1.362 -3.810 2.877
21 C 0.259 -4.035 2.070
22 C 0.292 -3.681 0.731
23 C 1.418 -3.084 0.156
24 P 1.345 -2.514 -1.598
25 C 2.654 -3.480 -2.431
26 C 3.036 -3.048 -3.699
27 C 3.981 -3.750 -4.430
28 C 4.567 -4.887 -3.890
29 C 4.205 -5.314 -2.622
30 C 3.252 -4.615 -1.895
31 C -0.135 -3.421 -2.211
32 C -1.249 -2.666 -2.564
33 C -2.414 -3.280 -3.010
34 C -2.468 -4.660 -3.121
35 C -1.352 -5.423 -2.794
36 C -0.196 -4.809 -2.343
37 H 3.345 -2.983 2.953
38 H 1.343 -4.082 3.925
39 H -0.640 -4.478 2.481
40 H -0.587 -3.856 0.127
41 H 2.593 -2.148 -4.112
42 H 4.271 -3.401 -5.413
43 H 5.316 -5.431 -4.453
44 H 4.676 -6.186 -2.186
45 H 2.996 -4.943 -0.896
46 H -1.206 -1.587 -2.494
47 H -3.275 -2.675 -3.267
48 H -3.373 -5.143 -3.467
49 H -1.387 -6.502 -2.890
50 H 0.669 -5.411 -2.091
51 C -0.474 2.827 2.355
52 Te -0.051 3.563 0.348
53 C -2.154 3.377 0.092
54 C -2.752 2.765 1.325
55 C -4.105 2.429 1.368
56 C -4.652 1.861 2.503
57 C -3.850 1.628 3.616
58 C -2.508 1.961 3.579
59 C -1.945 2.527 2.434
60 H -0.141 3.563 3.085
61 H 0.092 1.909 2.504
62 H -2.303 2.784 -0.810
63 H -2.526 4.385 -0.102
64 H -4.724 2.605 0.495
65 H -5.700 1.588 2.520
66 H -4.269 1.171 4.504
67 H -1.876 1.763 4.436
68 F 0.620 -0.566 2.319
69 C -0.449 -0.481 1.475
70 C -0.301 0.061 0.220
71 C -1.466 0.108 -0.504
72 F -1.447 0.640 -1.770
73 C -2.696 -0.352 -0.069
74 F -3.797 -0.273 -0.836
75 C -2.781 -0.897 1.200
76 F -3.948 -1.357 1.665
77 C -1.643 -0.958 1.985
78 F -1.727 -1.475 3.222
79 N 4.853 1.760 0.975
80 C 3.643 2.158 1.385
81 N 2.795 1.163 1.701
82 S 3.196 3.784 1.458
83 H 5.083 0.773 0.952
84 H 5.497 2.456 0.649
85 H 3.156 0.214 1.799
86 H 1.953 1.413 2.183

=====

The following is a quantum chemistry calculation of C39H31IN6O4ReS2 as an isolated structure, from the OMol25 dataset.

2S+1   2
Net charge   +2
ΔE to the lowest compared entry with this formula, charge and spin   0.0 kcal/mol
E_LUMO (alpha / beta)   -6.2 / -6.8 eV

Geometry (Å):
1 Re -0.016 0.161 0.189
2 C 0.024 2.395 -3.938
3 C -0.736 1.107 -3.894
4 N -1.352 0.688 -4.969
5 C -2.039 -0.472 -4.944
6 C -2.166 -1.257 -3.831
7 C -2.915 -2.562 -3.905
8 O -2.076 -3.656 -3.522
9 C -1.526 -0.825 -2.631
10 C -1.626 -1.682 -1.488
11 N -0.945 -1.626 -0.377
12 C -0.999 -2.794 0.465
13 C -1.194 -4.053 -0.103
14 C -1.286 -5.182 0.695
15 C -1.156 -5.081 2.071
16 C -0.900 -3.846 2.647
17 C -0.813 -2.723 1.841
18 I -0.309 -0.910 2.747
19 C -0.786 0.368 -2.672
20 O -0.176 0.914 -1.642
21 H -0.058 2.821 -4.934
22 H 1.076 2.236 -3.694
23 H -0.369 3.102 -3.203
24 H -2.500 -0.765 -5.879
25 H -3.302 -2.695 -4.915
26 H -3.779 -2.560 -3.235
27 H -1.827 -4.157 -4.304
28 H -2.305 -2.519 -1.591
29 H -1.262 -4.160 -1.179
30 H -1.448 -6.146 0.233
31 H -1.232 -5.959 2.697
32 H -0.766 -3.763 3.717
33 O -2.196 0.464 0.437
34 S -2.200 1.814 1.091
35 O -2.786 1.941 2.379
36 N -0.589 1.904 1.109
37 C 0.187 3.061 1.132
38 C -0.132 4.278 1.667
39 C 0.795 5.339 1.557
40 C 1.999 5.172 0.934
41 C 2.350 3.911 0.392
42 C 3.553 3.648 -0.294
43 C 3.760 2.399 -0.811
44 C 2.798 1.399 -0.625
45 N 1.676 1.585 0.048
46 C 1.435 2.853 0.517
47 C -2.918 2.972 0.006
48 C -2.948 2.717 -1.361
49 C -3.512 3.660 -2.201
50 C -4.032 4.836 -1.674
51 C -4.013 5.070 -0.305
52 C -3.459 4.133 0.550
53 H -1.072 4.433 2.178
54 H 0.537 6.301 1.977
55 H 2.696 5.994 0.846
56 H 4.287 4.434 -0.418
57 H 4.655 2.159 -1.367
58 H 2.971 0.423 -1.053
59 H -2.570 1.785 -1.751
60 H -3.557 3.473 -3.266
61 H -4.473 5.570 -2.336
62 H -4.443 5.976 0.098
63 H -3.473 4.280 1.622
64 S 5.154 -4.019 -0.348
65 C 3.858 -2.889 -0.141
66 C 3.712 -2.010 0.938
67 C 2.625 -1.175 0.986
68 N 1.657 -1.158 0.043
69 C 1.817 -1.985 -1.019
70 C 2.876 -2.840 -1.144
71 C 6.136 -3.742 1.109
72 C 5.881 -4.459 2.269
73 C 6.686 -4.210 3.373
74 N 7.681 -3.328 3.369
75 C 7.925 -2.666 2.244
76 C 7.183 -2.835 1.081
77 H 4.440 -1.974 1.736
78 H 2.510 -0.476 1.801
79 H 1.065 -1.931 -1.794
80 H 2.947 -3.474 -2.017
81 H 5.090 -5.195 2.313
82 H 6.523 -4.747 4.300
83 H 8.754 -1.968 2.266
84 H 7.426 -2.282 0.183

=====

The following is a quantum chemistry calculation of C39H31MnN5P2S3 as an isolated structure, from the OMol25 dataset.

2S+1   6
E_LUMO (alpha / beta)   -0.6 / -0.7 eV

Geometry (Å):
1 Mn 0.518 -0.511 -1.525
2 S -1.772 -0.631 -0.339
3 P -1.423 1.129 0.584
4 C 0.223 1.690 0.797
5 P 1.331 0.586 1.565
6 S 2.249 -0.690 0.315
7 C 2.589 1.535 2.467
8 C 2.275 2.795 2.968
9 C 3.206 3.501 3.718
10 C 4.453 2.949 3.970
11 C 4.770 1.693 3.471
12 C 3.843 0.987 2.720
13 C 0.492 -0.357 2.873
14 C 0.228 0.216 4.114
15 C -0.417 -0.514 5.099
16 C -0.800 -1.825 4.851
17 C -0.539 -2.403 3.618
18 C 0.107 -1.673 2.632
19 C -2.272 2.477 -0.293
20 C -1.877 3.800 -0.111
21 C -2.548 4.823 -0.762
22 C -3.619 4.533 -1.595
23 C -4.018 3.216 -1.777
24 C -3.345 2.192 -1.131
25 C -2.253 1.107 2.202
26 C -2.175 2.252 2.998
27 C -2.839 2.311 4.210
28 C -3.590 1.223 4.641
29 C -3.667 0.085 3.857
30 C -3.003 0.025 2.638
31 H 1.301 3.218 2.752
32 H 2.958 4.484 4.098
33 H 5.182 3.499 4.551
34 H 5.745 1.265 3.661
35 H 4.095 0.014 2.316
36 H 0.526 1.237 4.319
37 H -0.622 -0.059 6.059
38 H -1.304 -2.396 5.621
39 H -0.835 -3.426 3.422
40 H 0.326 -2.120 1.671
41 H -1.026 4.022 0.520
42 H -2.227 5.848 -0.626
43 H -4.138 5.332 -2.110
44 H -4.846 2.985 -2.434
45 H -3.633 1.161 -1.293
46 H -1.583 3.095 2.663
47 H -2.773 3.205 4.817
48 H -4.113 1.266 5.588
49 H -4.245 -0.767 4.194
50 H -3.060 -0.864 2.023
51 N 1.375 -4.047 -3.843
52 C 0.326 -4.996 -3.844
53 C 0.189 -5.912 -4.874
54 C -0.862 -6.818 -4.845
55 C -1.794 -6.777 -3.819
56 C -1.673 -5.832 -2.811
57 C -0.593 -4.961 -2.804
58 S -0.325 -3.834 -1.481
59 N 0.392 -2.532 -2.341
60 C 1.180 -2.795 -3.325
61 C 1.921 -1.662 -3.944
62 C 2.469 -1.721 -5.218
63 C 3.153 -0.611 -5.688
64 C 3.255 0.513 -4.884
65 C 2.645 0.505 -3.641
66 N 1.996 -0.563 -3.181
67 H 2.067 -4.144 -4.565
68 H 0.902 -5.924 -5.690
69 H -0.958 -7.548 -5.638
70 H -2.622 -7.473 -3.806
71 H -2.405 -5.778 -2.016
72 H 2.341 -2.587 -5.852
73 H 3.589 -0.622 -6.678
74 H 3.781 1.397 -5.214
75 H 2.647 1.366 -2.982
76 N 0.003 2.292 -2.767
77 C 0.377 1.628 -1.739
78 H -0.003 3.297 -2.540
79 N 1.826 3.050 -0.515
80 C 0.822 2.257 -0.467
81 H 2.122 3.312 0.426